Record 1
Computed, not measured: one molecule with the formula C18H21F3N2O5S2 in a non-equilibrium geometry, with the ωB97M-V functional and the def2-TZVPD basis.

Geometry (Å):
1 C -2.131921 1.428000 -2.356095
2 C -2.179978 2.283284 -1.094927
3 O -1.653881 1.607491 0.039277
4 C -0.331538 1.287099 0.063869
5 C 0.654581 1.886191 -0.711118
6 C 1.983912 1.522040 -0.563022
7 C 2.329744 0.565518 0.367135
8 S 4.033368 0.017742 0.505955
9 O 4.863518 0.972764 -0.166496
10 O 4.296003 -0.286266 1.881057
11 N 4.113835 -1.402821 -0.343316
12 C 3.599534 -2.586450 0.306576
13 C 4.388737 -3.835761 -0.071613
14 C 4.059243 -1.297203 -1.782641
15 C 2.668725 -1.479077 -2.391897
16 C 1.368634 -0.043290 1.150942
17 C 0.034762 0.304323 1.003237
18 N -0.961049 -0.294329 1.769902
19 S -2.359599 -0.911453 1.108167
20 O -2.717867 -2.023764 1.931424
21 O -2.224589 -1.122182 -0.300044
22 C -3.622081 0.343028 1.383123
23 C -4.603641 0.538540 0.430299
24 C -5.629492 1.439934 0.655441
25 C -5.662206 2.143481 1.848320
26 F -6.644200 3.021985 2.070917
27 C -4.686746 1.948817 2.823135
28 F -4.729479 2.627224 3.972004
29 C -3.668195 1.029644 2.581311
30 F -2.740997 0.822769 3.518140
31 H -2.448459 0.417254 -2.110267
32 H -2.792303 1.846034 -3.110309
33 H -1.124699 1.376794 -2.760549
34 H -1.669991 3.243367 -1.239511
35 H -3.217236 2.485562 -0.814911
36 H 0.399602 2.652431 -1.424824
37 H 2.759869 1.982105 -1.152812
38 H 2.532866 -2.732723 0.083421
39 H 3.712578 -2.396379 1.374654
40 H 4.231999 -4.099258 -1.114367
41 H 5.448949 -3.665919 0.092544
42 H 4.065836 -4.669151 0.546562
43 H 4.746374 -2.033767 -2.210922
44 H 4.446237 -0.302921 -2.009072
45 H 2.316201 -2.499215 -2.261974
46 H 2.715624 -1.269508 -3.457346
47 H 1.950375 -0.802764 -1.934697
48 H 1.669234 -0.772537 1.886162
49 H -0.642099 -0.849699 2.548561
50 H -4.542035 -0.025153 -0.486054
51 H -6.406059 1.608168 -0.073346

Atoms 1-3, force components in eV/Å:
C 0.1 0.1 0.4
C -0.2 0.1 -0.4
O 0.7 0.0 0.2

Calculated values
Structure (SMILES): CCOc1ccc(S(=O)(=O)N(CC)CC)cc1NS(=O)(=O)c1ccc(F)c(F)c1F
Energy relative to the best compared isomer or geometry (same formula, charge and spin), eV: 0.3411
Highest occupied orbital energy, eV: -8.91
E_LUMO, eV: 0.45

Atomic partial charges in e from the natural (NBO) method, atoms 1 to 2:
1 C -0.653
2 C -0.061


Record 2
Computed, not measured: one molecule with the formula C3H8N2O in a non-equilibrium geometry, with the ωB97M-V functional and the def2-TZVPD basis.

Geometry (Å):
1 N 1.461654 1.808641 -0.412989
2 C 0.504895 0.984968 0.268941
3 C 0.366134 -0.367133 -0.425790
4 N -0.472859 -1.531638 0.086287
5 C -1.786433 -1.448684 0.441631
6 O -2.454439 -2.230969 1.191905
7 H 1.115174 2.417268 -1.154685
8 H 2.108552 2.321810 0.229332
9 H -0.585786 1.317237 0.237914
10 H 0.610364 0.736895 1.362485
11 H 0.027378 -0.196695 -1.454151
12 H 1.489162 -0.777687 -0.580872
13 H -0.066822 -2.503635 0.221002
14 H -2.316974 -0.530377 -0.011011

Atoms 1-3, force components in eV/Å:
N 1.2 0.7 1.0
C -3.4 -1.3 1.3
C 2.6 -2.8 -1.9

Calculated values
Structure (SMILES): NCCNC=O
Energy relative to the best compared isomer or geometry (same formula, charge and spin), eV: 2.0177
Highest occupied orbital energy, eV: -9.55
E_LUMO, eV: 0.87

Atomic partial charges in e from the natural (NBO) method, atoms 1 to 2:
1 N -0.861
2 C -0.246


Record 3
Computed, not measured: a 5-piece molecular cluster, C2H13NO4 overall in a non-equilibrium geometry, with the ωB97M-V functional and the def2-TZVPD basis.

Geometry (Å):
1 C -1.826471 -0.376047 -0.877242
2 C -0.599301 -0.971994 -1.124288
3 N 0.553310 -0.341272 -1.646399
4 H -1.887661 0.679841 -0.668128
5 H -2.826183 -0.791336 -1.090228
6 H -0.431205 -2.009714 -1.162694
7 H 0.634200 0.575373 -2.015257
8 H 1.232623 -0.919027 -2.166885
9 O -0.106727 2.760349 -0.392454
10 H 0.124175 3.683382 -0.624494
11 H 0.764568 2.449880 -0.073057
12 O 0.967832 -2.182015 0.894547
13 H 1.637390 -1.669442 1.262524
14 H 0.126229 -1.859768 1.300799
15 O -1.080312 -0.201509 1.714196
16 H -1.828470 -0.632048 1.173566
17 H -1.535966 0.702963 1.853986
18 O 1.619186 0.816698 0.767509
19 H 2.266135 0.640987 1.573908
20 H 1.205793 0.077875 0.299546

Atoms 1-3, force components in eV/Å:
C 1.2 -0.5 -0.9
C -1.6 2.3 -2.3
N 0.8 -1.4 0.6

Calculated values
Structure (SMILES): C=CN.O.O.O.O
Energy relative to the best compared isomer or geometry (same formula, charge and spin), eV: 2.4179
Highest occupied orbital energy, eV: -7.92
E_LUMO, eV: 0.60

Atomic partial charges in e from the natural (NBO) method, atoms 1 to 2:
1 C -0.627
2 C 0.069


Record 4
Computed, not measured: a 7-piece molecular cluster, C25H54N2O9 overall in a non-equilibrium geometry, with the ωB97M-V functional and the def2-TZVPD basis.

Geometry (Å):
1 C 4.278422 -30.093496 21.138930
2 N 3.348129 -29.000454 20.951025
3 C 2.101465 -29.569271 20.293776
4 C 3.112261 -28.260235 22.249368
5 C 4.035643 -28.056392 19.885889
6 C 3.184203 -26.814835 19.509460
7 O 3.891750 -26.302537 18.574484
8 H 3.759486 -30.765888 21.998436
9 H 5.302027 -29.812387 21.387445
10 H 4.310323 -30.669774 20.280330
11 H 1.692046 -30.426969 20.606503
12 H 2.299040 -29.900610 19.364507
13 H 1.373362 -28.985421 19.902875
14 H 2.641559 -29.056758 22.806080
15 H 2.317353 -27.544977 22.241592
16 H 3.813226 -27.901201 22.618717
17 H 4.350480 -28.745675 18.954893
18 H 5.001399 -27.921845 20.088860
19 H 3.053007 -26.152854 20.438461
20 H 2.121536 -26.946618 18.993716
21 H 3.354240 -25.624427 18.203664
22 N 0.007453 -26.275480 20.155651
23 O -0.545922 -25.536032 19.374808
24 O -0.256510 -27.530883 20.171474
25 O 1.056102 -25.966396 20.685455
26 C -3.561104 -27.955695 18.311532
27 C -3.232885 -26.760648 17.601608
28 C -3.358126 -27.169620 16.125976
29 O -4.134077 -28.356020 16.204211
30 C -3.655150 -29.088162 17.354824
31 H -4.649515 -27.963831 18.710183
32 H -2.944903 -27.985001 19.398167
33 H -2.148702 -26.651398 17.865989
34 H -3.857718 -25.914013 17.859169
35 H -2.512255 -27.534021 15.572445
36 H -3.802363 -26.356673 15.487203
37 H -2.761258 -29.344156 16.862350
38 H -4.262598 -30.058418 17.630889
39 C -0.082081 -33.075678 17.845673
40 C -0.976328 -31.916614 18.109803
41 C -0.096216 -31.021852 19.055461
42 O 1.119420 -31.580627 18.957212
43 C 0.901802 -33.008228 19.019662
44 H 0.457328 -32.863721 16.805439
45 H -0.693541 -33.848197 17.967809
46 H -1.923213 -32.332331 18.490067
47 H -1.028852 -31.522460 17.200457
48 H -0.594637 -31.056666 20.231818
49 H -0.133014 -29.983481 18.859044
50 H 0.643176 -33.188806 20.189316
51 H 1.769476 -33.538311 18.816086
52 C 2.635910 -22.367151 16.313645
53 C 1.569079 -22.804231 17.295938
54 C 2.159579 -23.902117 18.166244
55 O 3.489708 -24.035103 17.639828
56 C 3.597302 -23.495848 16.326352
57 H 3.045292 -21.433563 16.528753
58 H 2.422503 -22.094502 15.252289
59 H 0.639265 -23.302332 16.939155
60 H 1.392938 -21.804851 17.848516
61 H 1.670351 -24.859113 17.805909
62 H 2.120124 -23.832940 19.124342
63 H 3.162215 -24.407205 15.748672
64 H 4.696149 -23.399817 16.007322
65 C -1.143484 -21.342661 21.725272
66 C -0.161053 -22.431290 21.423173
67 C 0.413775 -22.663884 22.820071
68 O 0.395490 -21.304459 23.439673
69 C -0.760654 -20.691826 23.003624
70 H -2.209138 -21.656088 21.730010
71 H -1.283132 -20.764605 20.712492
72 H 0.579998 -22.005116 20.680634
73 H -0.509716 -23.468846 20.865239
74 H 1.543077 -23.094070 22.827983
75 H -0.152348 -23.645243 23.235024
76 H -0.690703 -19.764755 22.781192
77 H -1.588114 -20.875684 23.668051
78 C -3.404216 -24.398118 22.185711
79 C -2.456915 -25.072594 23.155196
80 C -3.034820 -26.391685 23.556168
81 O -4.485714 -26.256634 23.270921
82 C -4.478914 -25.557634 22.054104
83 H -3.116475 -24.202935 21.044058
84 H -3.532483 -23.384047 22.638242
85 H -2.273135 -24.485702 24.004742
86 H -1.361771 -25.327476 22.569845
87 H -2.928010 -26.631575 24.609099
88 H -2.713252 -27.068448 22.752604
89 H -5.360314 -25.120026 22.155940
90 H -4.412929 -25.953176 21.185828

Atoms 1-3, force components in eV/Å:
C -1.2 -1.9 4.0
N 0.2 2.5 -2.3
C 2.7 1.9 0.9

Calculated values
Energy relative to the best compared isomer or geometry (same formula, charge and spin), eV: 5.6375
Highest occupied orbital energy, eV: -8.30
E_LUMO, eV: 0.05

Atomic partial charges in e from the Mulliken method, atoms 1 to 2:
1 C -0.969
2 N 0.471